No. 1
Density functional theory data (ωB97M-V/def2-TZVPD) for a single C25H31N3O2S molecule.

Each line ends with the Löwdin charge.
Positions of all 62 atoms, in Å:
C  -6.58931  -2.25859  1.24428  -0.050
C  -5.24190  -1.60345  1.23144  -0.279
C  -4.15670  -2.22067  1.84651  -0.056
C  -2.91847  -1.60664  1.86128  -0.065
C  -2.73390  -0.37687  1.25714  -0.037
C  -3.80372  0.23897  0.61415  -0.256
N  -3.68387  1.48447  -0.01759  0.042
C  -2.53655  2.17668  -0.31895  -0.815
S  -2.52393  3.80187  0.01235  0.664
N  -1.50906  1.54760  -0.92727  -0.076
C  -0.26374  2.26297  -1.13366  -0.193
C  0.69839  2.04538  0.04335  -0.140
C  2.16524  2.08417  -0.38692  -0.194
N  2.99063  1.31068  0.52304  -0.172
C  4.28895  0.98872  -0.04317  -0.166
C  5.04356  0.07744  0.92404  -0.192
O  5.20785  0.68171  2.18467  -0.130
C  3.95502  1.01948  2.73074  -0.195
C  3.17780  1.95917  1.80987  -0.164
C  -1.66602  0.28210  -1.65077  -0.247
C  -2.07948  0.55178  -3.09948  -0.009
C  -0.40030  -0.51432  -1.56042  -0.215
C  0.59705  -0.73772  -2.45474  0.052
C  1.58139  -1.51813  -1.77489  -0.154
C  2.82272  -2.05305  -2.11084  -0.030
C  3.50895  -2.75619  -1.14524  -0.097
C  2.98519  -2.93489  0.13684  -0.100
C  1.75787  -2.41385  0.49449  0.008
C  1.06899  -1.70647  -0.47664  -0.205
O  -0.13595  -1.10338  -0.36071  0.087
C  -5.05434  -0.37550  0.61977  0.014
H  -7.00015  -2.24787  2.25363  0.085
H  -7.28266  -1.74188  0.58577  0.074
H  -6.51194  -3.29747  0.92861  0.081
H  -4.29069  -3.18073  2.32241  0.110
H  -2.08482  -2.08322  2.35440  0.106
H  -1.77129  0.10770  1.29005  0.108
H  -4.46424  2.10854  0.14896  0.114
H  0.18810  1.89870  -2.05663  0.111
H  -0.48571  3.32617  -1.25155  0.068
H  0.49538  2.79118  0.81184  0.106
H  0.51735  1.06202  0.47845  0.107
H  2.51424  3.12701  -0.48048  0.131
H  2.25697  1.61123  -1.36935  0.113
H  4.14107  0.46148  -0.98845  0.114
H  4.88820  1.89837  -0.22906  0.130
H  6.04724  -0.13367  0.55109  0.127
H  4.48353  -0.86379  1.02915  0.105
H  4.15716  1.49761  3.69070  0.125
H  3.36159  0.10638  2.89050  0.125
H  2.20372  2.17059  2.25121  0.120
H  3.73426  2.90813  1.70412  0.132
H  -2.45350  -0.29907  -1.16339  0.137
H  -3.03281  1.07428  -3.11193  0.087
H  -1.34467  1.16848  -3.60979  0.081
H  -2.18550  -0.38697  -3.63594  0.090
H  0.64204  -0.40217  -3.47078  0.124
H  3.23099  -1.91637  -3.10083  0.113
H  4.47475  -3.17916  -1.37842  0.103
H  3.55506  -3.49529  0.86288  0.106
H  1.34840  -2.54448  1.48323  0.117
H  -5.88444  0.12083  0.13694  0.119

The total energy is -1684.17601 a.u. The multiplicity is 1. As for the lowest unoccupied orbital energy: 0.6466 eV. Its HOMO energy is -7.93 eV. The SMILES is Cc1cccc(NC(=S)N(CCCN2CCOCC2)[C@@H](C)c2cc3ccccc3o2)c1.

=====

No. 2
Density functional theory data (ωB97M-V/def2-TZVPD) for a single C25H31N3O3S molecule.

Each line ends with the Löwdin charge.
Positions of all 63 atoms, in Å:
C  -6.51055  -2.35581  -1.42670  -0.076
C  -5.34150  -1.79865  -0.60467  -0.258
N  -5.46290  -0.41995  -0.16656  -0.207
C  -6.64335  -0.12463  0.62590  -0.260
C  -6.69784  -0.95422  1.90452  -0.084
C  -5.19311  0.54912  -1.21487  -0.197
C  -3.68759  0.80765  -1.33179  -0.147
C  -3.13931  1.32772  -0.00406  -0.167
N  -1.68695  1.30984  0.03055  -0.011
C  -1.00830  2.49435  -0.22501  -0.372
O  -1.61442  3.48580  -0.56808  0.103
C  0.46237  2.46749  -0.02432  -0.170
C  1.02554  2.09919  1.19110  -0.028
C  2.39685  2.04556  1.34805  -0.007
C  3.23199  2.36750  0.28167  -0.287
O  4.59028  2.29025  0.30656  -0.088
C  5.21043  1.74842  1.44751  -0.088
C  2.66732  2.80360  -0.91772  -0.004
C  1.29829  2.85823  -1.06531  -0.011
C  -1.05975  0.10566  0.18219  -0.544
N  0.15430  -0.14451  -0.13841  0.115
C  0.55636  -1.40066  0.20977  -0.322
C  1.95178  -1.75210  -0.00494  -0.169
C  2.76273  -0.87175  -0.71716  -0.013
C  4.11127  -1.11514  -0.88761  -0.012
C  4.68233  -2.26245  -0.34574  -0.276
O  5.99969  -2.59594  -0.43349  -0.084
C  6.86480  -1.73068  -1.12860  -0.086
C  3.87097  -3.15914  0.35426  -0.001
C  2.52816  -2.90811  0.52392  -0.020
C  -0.42798  -2.15808  0.77842  -0.343
S  -1.89957  -1.27119  0.91727  1.071
H  -7.41367  -2.42711  -0.82603  0.062
H  -6.71729  -1.72407  -2.28794  0.066
H  -6.25933  -3.35074  -1.78502  0.072
H  -5.19713  -2.42008  0.28231  0.103
H  -4.42760  -1.86852  -1.19803  0.102
H  -7.58042  -0.25987  0.05903  0.114
H  -6.57945  0.93091  0.90601  0.114
H  -6.93899  -1.99316  1.69777  0.063
H  -5.73808  -0.91261  2.41279  0.075
H  -7.46254  -0.55343  2.56536  0.072
H  -5.68398  1.49105  -0.96084  0.121
H  -5.57987  0.22966  -2.19359  0.116
H  -3.49820  1.53467  -2.12235  0.121
H  -3.17263  -0.11905  -1.59245  0.097
H  -3.45131  2.36171  0.15283  0.130
H  -3.52425  0.70140  0.80590  0.088
H  0.38768  1.84107  2.02415  0.127
H  2.80274  1.74014  2.29927  0.107
H  6.27673  1.73371  1.22541  0.092
H  5.03980  2.36801  2.33358  0.094
H  4.86364  0.72800  1.64220  0.093
H  3.32662  3.07848  -1.72593  0.119
H  0.86389  3.18021  -1.99932  0.123
H  2.31836  0.01965  -1.12979  0.103
H  4.70372  -0.40059  -1.43669  0.106
H  6.57970  -1.63824  -2.18143  0.097
H  6.89200  -0.73606  -0.67191  0.089
H  7.85210  -2.18517  -1.06188  0.093
H  4.32728  -4.04666  0.76392  0.117
H  1.92507  -3.60828  1.08119  0.108
H  -0.39058  -3.17243  1.11715  0.061

The total energy is -1759.40803 a.u. The multiplicity is 1. As for the lowest unoccupied orbital energy: 0.5865 eV. Its HOMO energy is -7.68 eV. The SMILES is CCN(CC)CCCN(C(=O)c1ccc(OC)cc1)c1nc(-c2ccc(OC)cc2)cs1.

=====

No. 3
Density functional theory data (ωB97M-V/def2-TZVPD) for a single C25H31N3O4S molecule.

Each line ends with the Löwdin charge.
Positions of all 64 atoms, in Å:
C  -0.09163  4.31546  -0.51881  0.000
C  -1.09528  4.06208  0.57338  -0.404
O  -2.16440  4.63343  0.61147  0.081
C  -0.74490  3.03674  1.58616  -0.174
C  0.55676  2.65965  1.90939  -0.035
C  0.79720  1.66819  2.83578  -0.026
C  -0.25056  0.97345  3.45678  -0.217
N  0.02398  -0.02983  4.37548  -0.095
C  1.10672  -0.95916  4.14419  -0.127
C  0.55179  -2.30148  3.57970  -0.107
N  -0.79727  -2.11316  3.10826  -0.043
C  -1.27407  -2.11430  1.83673  -0.407
O  -2.46083  -1.95023  1.62798  0.068
C  -0.27621  -2.36386  0.70498  -0.212
C  -1.00605  -2.67614  -0.61176  -0.113
C  -1.73067  -1.44968  -1.17883  -0.171
N  -0.88708  -0.28312  -1.24317  -0.230
S  -0.28200  0.24830  -2.67794  0.657
O  0.24613  1.56207  -2.44013  -0.292
O  -1.29227  0.06692  -3.67212  -0.265
C  1.14527  -0.82780  -3.13407  -0.158
C  1.52274  -0.41541  -4.50900  -0.291
C  1.01478  -1.08835  -5.61349  -0.042
C  1.31216  -0.65613  -6.89319  -0.076
C  2.11359  0.45679  -7.08238  -0.086
C  2.61430  1.13844  -5.98579  -0.074
C  2.31972  0.70667  -4.70562  -0.043
C  -0.18419  0.03290  -0.03214  -0.175
C  0.63654  -1.14982  0.48141  -0.100
C  -1.70734  -1.77546  4.18939  -0.103
C  -1.04942  -0.69524  5.07809  -0.129
C  -1.55541  1.38810  3.16398  -0.009
C  -1.78757  2.40208  2.26136  -0.007
H  0.87700  4.58810  -0.10811  0.078
H  0.02698  3.41236  -1.11959  0.061
H  -0.45146  5.11801  -1.15744  0.088
H  1.39977  3.15882  1.45717  0.112
H  1.82168  1.44408  3.09391  0.109
H  1.82690  -0.52808  3.45269  0.095
H  1.62184  -1.14711  5.09326  0.124
H  0.51807  -3.05154  4.37948  0.127
H  1.19752  -2.68172  2.79204  0.113
H  0.32898  -3.23885  0.97121  0.141
H  -1.74413  -3.46052  -0.44213  0.124
H  -0.27004  -3.04607  -1.33012  0.109
H  -2.08903  -1.63597  -2.19129  0.119
H  -2.58487  -1.21959  -0.53559  0.124
H  1.92187  -0.62539  -2.40314  0.100
H  0.79435  -1.85347  -3.08357  0.096
H  0.37914  -1.94913  -5.46777  0.116
H  0.91264  -1.18629  -7.74491  0.103
H  2.34256  0.79570  -8.08175  0.101
H  3.23232  2.01241  -6.12854  0.103
H  2.69471  1.24728  -3.84976  0.114
H  0.45228  0.89081  -0.24735  0.111
H  -0.91809  0.32349  0.72634  0.122
H  1.13610  -0.84841  1.39966  0.092
H  1.40271  -1.41906  -0.24993  0.115
H  -1.93364  -2.67259  4.77690  0.129
H  -2.63040  -1.42123  3.72882  0.111
H  -1.78139  0.03498  5.41985  0.120
H  -0.60465  -1.15840  5.96484  0.123
H  -2.40508  0.91066  3.62264  0.104
H  -2.79918  2.70465  2.03613  0.124

The total energy is -1834.67998 a.u. The multiplicity is 1. As for the lowest unoccupied orbital energy: 0.3676 eV. Its HOMO energy is -8.15 eV. The SMILES is CC(=O)c1ccc(N2CCN(C(=O)C3CCN(S(=O)(=O)Cc4ccccc4)CC3)CC2)cc1.